{
  "formula": "C30H88FeO15",
  "method": "ωB97M-V/def2-TZVPD",
  "elements": ["Fe", "C", "C", "O", "H", "H", "H", "H", "H", "C", "C", "O", "H", "H", "H", "H", "H", "C", "C", "O", "H", "H", "H", "H", "H", "H", "C", "C", "O", "H", "H", "H", "H", "H", "H", "C", "C", "O", "H", "H", "H", "H", "H", "H", "C", "C", "O", "H", "H", "H", "H", "H", "H", "C", "C", "O", "H", "H", "H", "H", "H", "H", "C", "C", "O", "H", "H", "H", "H", "H", "H", "C", "C", "O", "H", "H", "H", "H", "H", "H", "C", "C", "O", "H", "H", "H", "H", "H", "H", "C", "C", "O", "H", "H", "H", "H", "H", "H", "C", "C", "O", "H", "H", "H", "H", "H", "H", "C", "C", "O", "H", "H", "H", "H", "H", "H", "C", "C", "O", "H", "H", "H", "H", "H", "H", "C", "C", "O", "H", "H", "H", "H", "H", "H"],
  "coordinates": [[-0.01, 3.29, 1.70], [-1.28, 0.05, -0.40], [0.10, 0.31, 0.11], [0.24, 1.58, 0.62], [-1.16, -0.84, -1.02], [-1.65, 0.89, -0.99], [-1.99, -0.07, 0.42], [0.77, 0.12, -0.73], [0.24, -0.43, 0.90], [1.04, 4.94, -2.15], [1.27, 5.41, -0.68], [0.88, 4.49, 0.28], [1.88, 4.36, -2.51], [0.98, 5.79, -2.83], [0.13, 4.36, -2.32], [0.73, 6.34, -0.49], [2.29, 5.75, -0.51], [-3.20, -4.60, 0.63], [-3.62, -3.57, -0.49], [-4.60, -4.26, -1.22], [-2.33, -4.17, 1.12], [-2.92, -5.57, 0.23], [-4.04, -4.72, 1.30], [-2.75, -3.36, -1.12], [-4.01, -2.67, -0.02], [-5.42, -4.44, -0.77], [-4.13, 0.44, -2.68], [-4.24, -0.97, -3.37], [-3.93, -0.90, -4.74], [-4.77, 1.20, -3.13], [-3.13, 0.82, -2.47], [-4.65, 0.31, -1.72], [-5.21, -1.41, -3.14], [-3.53, -1.67, -2.92], [-3.75, -1.78, -5.08], [3.37, -1.93, -1.88], [4.28, -3.13, -2.15], [3.52, -4.18, -2.73], [3.92, -1.20, -1.27], [2.49, -2.06, -1.26], [2.99, -1.43, -2.77], [4.80, -3.45, -1.25], [5.08, -2.86, -2.84], [3.07, -3.86, -3.51], [-3.34, -1.43, 3.12], [-4.03, -0.70, 4.31], [-5.24, -1.33, 4.44], [-3.19, -2.47, 3.42], [-2.36, -0.99, 2.93], [-3.92, -1.37, 2.20], [-4.15, 0.37, 4.10], [-3.41, -0.88, 5.19], [-5.35, -1.50, 5.38], [-4.89, 1.67, 1.12], [-5.44, 2.84, 1.96], [-4.47, 3.83, 2.00], [-3.95, 1.30, 1.53], [-4.60, 2.04, 0.14], [-5.54, 0.81, 0.95], [-5.52, 2.50, 2.99], [-6.46, 3.13, 1.71], [-4.85, 4.46, 2.61], [4.03, -2.66, 1.99], [3.69, -1.21, 2.08], [4.74, -0.58, 1.39], [3.33, -3.23, 2.60], [5.01, -2.85, 2.44], [4.09, -3.07, 0.98], [3.56, -0.88, 3.11], [2.78, -0.92, 1.55], [4.62, 0.36, 1.52], [3.58, 4.23, 3.94], [2.32, 3.35, 3.88], [1.96, 3.09, 2.51], [4.44, 3.77, 3.45], [3.90, 4.44, 4.97], [3.46, 5.18, 3.42], [1.50, 3.83, 4.41], [2.53, 2.37, 4.32], [2.77, 2.79, 2.08], [0.58, -1.97, 4.35], [-0.38, -3.00, 5.05], [0.40, -3.87, 5.87], [0.78, -1.13, 5.01], [-0.02, -1.44, 3.59], [1.49, -2.43, 3.96], [-0.92, -3.58, 4.30], [-1.17, -2.60, 5.69], [0.73, -4.51, 5.24], [0.16, -3.93, -0.65], [0.71, -3.84, 0.75], [1.34, -5.05, 1.10], [-0.56, -4.74, -0.71], [0.94, -4.14, -1.38], [-0.30, -3.00, -0.98], [-0.10, -3.65, 1.46], [1.47, -3.07, 0.76], [2.12, -5.12, 0.54], [2.31, 1.22, -3.51], [2.35, 2.24, -4.64], [2.96, 1.60, -5.74], [1.56, 0.53, -3.89], [1.94, 1.77, -2.65], [3.26, 0.71, -3.33], [2.94, 3.11, -4.34], [1.33, 2.56, -4.83], [3.66, 2.14, -6.12], [-0.13, -1.89, -4.08], [0.64, -3.08, -4.59], [2.01, -2.78, -4.87], [0.24, -1.46, -3.14], [-1.19, -2.06, -3.93], [-0.04, -1.05, -4.78], [0.18, -3.53, -5.47], [0.55, -3.93, -3.90], [1.98, -2.06, -5.51], [4.84, 1.75, -1.00], [3.78, 2.22, 0.02], [4.26, 2.20, 1.34], [5.74, 2.31, -0.78], [4.47, 1.95, -2.01], [5.05, 0.68, -0.92], [2.92, 1.56, -0.06], [3.44, 3.21, -0.30], [5.04, 2.76, 1.39], [-2.79, 4.86, -0.83], [-2.23, 3.53, -0.41], [-1.98, 3.55, 0.97], [-3.10, 4.87, -1.87], [-2.00, 5.60, -0.75], [-3.57, 5.22, -0.16], [-1.31, 3.27, -0.92], [-2.86, 2.69, -0.70], [-2.84, 3.56, 1.41]],
  "lowdin_spin": [4.793, 0.008, 0.031, 0.289, 0.001, 0.000, 0.000, 0.005, 0.005, 0.006, 0.033, 0.297, 0.000, 0.001, 0.000, 0.006, 0.007, 0.000, 0.000, 0.000, 0.000, 0.000, 0.000, 0.000, 0.000, 0.000, 0.000, 0.000, 0.000, 0.000, 0.000, 0.000, 0.000, 0.000, 0.000, 0.000, 0.000, 0.000, 0.000, 0.000, 0.000, 0.000, 0.000, 0.000, 0.001, 0.001, 0.000, 0.000, 0.001, 0.000, 0.001, 0.000, 0.000, 0.001, 0.001, 0.014, 0.001, 0.000, 0.000, 0.000, 0.000, 0.001, 0.000, 0.000, 0.000, 0.000, 0.000, 0.000, 0.000, 0.000, 0.000, 0.005, 0.050, 0.156, 0.001, 0.001, 0.001, 0.042, 0.003, 0.005, 0.001, 0.000, 0.000, 0.001, 0.001, 0.000, 0.000, 0.000, 0.000, 0.000, 0.000, 0.000, 0.000, 0.000, 0.000, 0.000, 0.000, 0.000, 0.000, 0.000, 0.000, 0.000, 0.000, 0.000, 0.000, 0.000, 0.000, 0.000, 0.000, 0.000, 0.000, 0.000, 0.000, 0.000, 0.000, 0.000, 0.000, 0.001, 0.004, 0.000, 0.000, 0.000, 0.001, 0.001, 0.000, 0.004, 0.014, 0.181, 0.001, 0.000, 0.000, 0.000, 0.002, 0.019],
  "e_lumo_ev": [0.380, -1.013],
  "s_squared": 12.0133,
  "mol_weight_g_mol": 744.9,
  "largest_force_ev_per_a": 3.7,
  "multiplicity": 7,
  "orbital_gap_ev": [5.5, 7.3]
}